C2H7OS | the ωB97M-V functional and the def2-TZVPD basis

```
11
Properties=species:S:1:pos:R:3:nbo_charge:R:1
C 1.56996 0.68159 -0.79685 -0.732
S 2.89615 -0.15624 0.15299 -0.151
H 1.68888 1.75142 -0.59682 0.189
H 1.75809 0.53637 -1.85671 0.187
H 0.61169 0.24188 -0.48306 0.329
H 2.17038 -1.30073 0.20640 0.137
C -2.20114 -0.32266 0.65785 -0.222
O -1.21743 -0.42770 -0.32057 -1.010
H -1.82224 -1.05991 1.40659 0.101
H -2.19059 0.61494 1.25130 0.084
H -3.26374 -0.55897 0.37887 0.087
```

Values from the calculation:
HOMO energy: -2.135 eV
Max |F|: 2.48 eV/Å
Charge: -1
Energy relative to the best compared isomer or geometry (same formula, charge and spin): 213.2 kJ/mol
DFT total energy: -553.78274 hartree
Orbital gap: 5.7 eV
2S+1: 1

C36H33BO6 | the ωB97M-V functional and the def2-TZVPD basis

```
76
Properties=species:S:1:pos:R:3:lowdin_charge:R:1
C -4.48573 -3.32419 3.08393 -0.023
C -3.24545 -2.60537 2.80188 -0.315
C -2.05941 -2.48415 3.46538 -0.020
C -1.15691 -1.77541 2.61431 0.011
C -1.84083 -1.49953 1.42608 -0.178
B 3.02470 -0.34239 1.36578 -0.159
C 2.79059 0.40068 2.65334 -0.161
C 2.04220 1.48120 3.11991 -0.022
C 2.27654 1.62626 4.51487 -0.017
C 3.13275 0.59395 4.86247 -0.297
C 3.91350 0.38828 6.08330 -0.021
O 3.43109 -0.17919 3.75379 0.054
C 2.85588 -1.80980 1.49110 -0.189
C 1.70998 -2.50765 1.10917 -0.032
C 2.06550 -3.85704 0.99186 0.010
C 3.37250 -3.94678 1.46215 -0.312
C 4.36797 -4.99746 1.39934 -0.032
O 3.83881 -2.70378 1.84387 0.081
C -1.69288 -0.65932 0.25628 -0.299
C -2.53574 -0.92407 -0.97758 0.009
C -3.47323 0.06862 -1.05113 -0.030
C -3.39688 0.89498 0.09381 -0.340
C -3.98224 2.16062 0.51160 -0.033
O -2.37394 0.51650 0.86473 0.003
O -3.10870 -2.00652 1.57995 0.077
H -4.66723 -3.33271 4.16424 0.085
H -5.37554 -2.90543 2.59141 0.092
H -4.39938 -4.38979 2.81440 0.090
H -1.86947 -2.89888 4.44657 0.110
H -0.16248 -1.46435 2.90708 0.107
H 1.33595 2.02948 2.50337 0.113
H 1.82376 2.38053 5.15553 0.114
H 4.29436 1.34874 6.47837 0.095
H 3.28908 -0.05923 6.86956 0.088
H 4.76065 -0.26617 5.85008 0.092
H 0.77235 -2.08147 0.77170 0.086
H 1.43704 -4.64660 0.60033 0.114
H 3.88893 -5.97457 1.48670 0.085
H 4.87267 -4.98442 0.41747 0.094
H 5.10661 -4.85188 2.19924 0.092
H -2.35916 -1.75793 -1.64503 0.118
H -4.13064 0.28316 -1.88380 0.118
H -4.48087 2.66874 -0.32662 0.088
H -4.74024 2.03261 1.31441 0.092
H -3.16668 2.79322 0.91601 0.092
C -1.80142 5.20104 -6.89926 -0.065
O -2.02212 5.25584 -5.46885 -0.093
C -1.80960 4.11199 -4.75933 -0.265
C -1.98514 4.18904 -3.35908 0.002
C -1.72939 3.07865 -2.58810 -0.027
C -1.20176 1.87660 -3.10578 -0.126
C -0.60496 0.92992 -2.16929 -0.212
O -0.21957 -0.23991 -2.75526 0.049
C 0.88613 -0.79493 -2.12596 -0.199
C 1.05030 -0.61522 -0.76963 -0.033
C 2.41547 -0.25702 -0.34236 -0.101
C 3.47020 -0.45509 -1.30360 -0.025
C 3.20200 -0.91229 -2.57836 -0.068
C 1.89739 -1.16621 -2.99864 0.023
C -0.26602 -0.17904 0.04819 -0.083
C -0.52071 1.05168 -0.80705 0.028
C -1.22380 1.74918 -4.52944 -0.002
C -1.42391 2.86334 -5.33512 -0.019
H -2.14369 6.17165 -7.25426 0.089
H -0.73245 5.06854 -7.11948 0.098
H -2.38545 4.39549 -7.36768 0.090
H -2.28312 5.11880 -2.87576 0.120
H -1.89039 3.16912 -1.51793 0.100
H 2.59947 0.66813 0.29793 0.168
H 4.45975 -0.05504 -1.06554 0.121
H 3.99334 -0.91916 -3.33103 0.111
H 1.66420 -1.33862 -4.04450 0.124
H 0.21633 0.05531 0.99516 0.134
H -0.98473 1.93128 -0.37009 0.113
H -1.05701 0.79420 -5.02994 0.116
H -1.26911 2.82125 -6.42113 0.101
```

Values from the calculation:
HOMO energy: -3.991 eV
Max |F|: 4.86 eV/Å
Charge: 0
Energy relative to the best compared isomer or geometry (same formula, charge and spin): 317.1 kJ/mol
DFT total energy: -1867.45784 hartree
Orbital gap: 2.5 eV
2S+1: 1

C5H7NO | the ωB97M-V functional and the def2-TZVPD basis

```
14
Properties=species:S:1:pos:R:3:nbo_charge:R:1
C -1.55698 -1.00297 0.00703 -0.689
C -0.13755 -0.58455 -0.00371 0.539
C 0.47026 0.72450 -0.26299 -0.175
N -0.31807 1.92042 -0.39384 -0.833
C 1.88280 0.68159 0.26100 -0.311
C 2.05254 -0.60999 0.49483 -0.100
O 0.75808 -1.43941 0.27753 -0.428
H -2.22604 -0.29920 -0.49245 0.243
H -1.70375 -2.02019 -0.36565 0.252
H -1.78300 -1.00082 1.08112 0.258
H 0.29348 2.71806 -0.24724 0.396
H -1.13408 1.96972 0.20840 0.366
H 0.49634 0.24788 -1.31795 0.275
H 2.82754 -1.32285 0.74126 0.207
```

Values from the calculation:
HOMO energy: -7.993 eV
Max |F|: 0.74 eV/Å
Charge: 0
Energy relative to the best compared isomer or geometry (same formula, charge and spin): 435.0 kJ/mol
DFT total energy: -324.55877 hartree
Orbital gap: 8.5 eV
2S+1: 1

C7H8O | the ωB97M-V functional and the def2-TZVPD basis

```
16
Properties=species:S:1:pos:R:3:nbo_charge:R:1
C 0.17278 -0.06148 0.07309 0.046
C 0.09052 1.49966 -0.25774 -0.171
C -0.96165 2.25255 0.16256 -0.353
C -0.02933 -1.03548 -1.07360 -0.162
C -0.91778 -2.00139 -0.91044 -0.446
C 1.51161 -0.27307 0.71050 -0.034
C 2.51450 -0.50404 1.50486 -0.232
H -0.53754 -0.73859 1.76352 0.489
H 0.66259 1.87484 -1.05666 0.193
H -0.96830 3.22145 -0.22558 0.194
H -1.72186 1.90290 0.74333 0.208
H 0.56823 -0.66647 -2.17200 0.210
H -1.54561 -1.82548 0.03445 0.255
H -1.24766 -2.43540 -1.87985 0.220
H 3.42835 -1.02859 1.85354 0.259
O -1.01885 -0.18142 0.73002 -0.676
```

Values from the calculation:
HOMO energy: -9.659 eV
Max |F|: 9.99 eV/Å
Charge: 0
Energy relative to the best compared isomer or geometry (same formula, charge and spin): 761.1 kJ/mol
DFT total energy: -346.48563 hartree
Orbital gap: 10.1 eV
2S+1: 1

C4H8FNO | the ωB97M-V functional and the def2-TZVPD basis

```
15
Properties=species:S:1:pos:R:3:nbo_charge:R:1
C 0.62768 1.38480 2.40876 -0.459
C 0.75209 0.67058 1.32335 0.550
C -0.65190 1.08680 -1.03767 -0.671
C 0.34679 -0.03145 -1.01706 0.262
N 1.22270 0.23468 0.15237 -0.588
O -0.07860 -1.32922 -0.79024 -0.727
F -0.84942 -0.60805 1.72462 -0.738
H -0.06945 1.05918 3.23907 0.296
H 1.03621 2.33875 2.55003 0.241
H -0.11071 1.90581 -0.61478 0.214
H -0.88093 1.27665 -2.13516 0.232
H -1.55610 0.94730 -0.38391 0.264
H 1.09284 -0.17637 -1.92853 0.192
H 1.79402 -0.54636 0.35333 0.414
H -0.48705 -1.23635 0.12459 0.516
```

Values from the calculation:
HOMO energy: -10.323 eV
Max |F|: 3.41 eV/Å
Charge: 0
Energy relative to the best compared isomer or geometry (same formula, charge and spin): 265.6 kJ/mol
DFT total energy: -386.96121 hartree
Orbital gap: 10.8 eV
2S+1: 1

C3H12N2O2 | the ωB97M-V functional and the def2-TZVPD basis

```
19
Properties=species:S:1:pos:R:3:nbo_charge:R:1
C 0.82095 1.07177 -1.30855 -0.636
C 1.35823 -0.12960 -0.56631 -0.218
N 1.07400 -0.12831 0.88781 -0.619
C 0.51843 -1.23912 1.45277 0.281
N -0.33903 -1.15939 2.38891 -0.716
H -0.11773 1.45781 -0.90851 0.231
H 0.54339 0.74291 -2.30903 0.215
H 1.53759 1.87725 -1.44272 0.215
H 0.94040 -1.02311 -1.04224 0.174
H 2.41769 -0.35225 -0.75254 0.190
H 0.62957 0.75042 1.11574 0.397
H 0.93597 -2.20809 1.17976 0.144
H -0.47513 -2.05632 2.85635 0.338
H -1.68466 3.12411 1.32372 0.478
H -0.60090 2.53867 2.25437 0.479
O -0.94073 2.51485 1.35542 -0.954
H -1.65056 -2.50297 -2.19256 0.470
H -2.48448 -1.21849 -1.91145 0.473
O -2.48298 -2.06016 -2.38092 -0.942
```

Values from the calculation:
HOMO energy: -8.941 eV
Max |F|: 1.62 eV/Å
Charge: 0
Energy relative to the best compared isomer or geometry (same formula, charge and spin): 131.0 kJ/mol
DFT total energy: -381.46503 hartree
Orbital gap: 9.6 eV
2S+1: 1
SMILES: [H]/N=C/NCC.O.O